DFT (ωB97M-V/def2-TZVPD) results for a 11-piece molecular cluster, C43H92O31P2S4 overall.

Structure (XYZ):
```
172
Properties=species:S:1:pos:R:3
C -2.15635 -2.80511 6.09274
C -2.01837 -1.43856 6.73528
O -1.10707 -0.66525 5.94604
P -1.15372 0.93063 5.86016
O -0.01485 1.65115 5.25581
O -1.38534 1.38791 7.37836
C -0.24240 1.60389 8.15395
C 0.28514 3.04131 7.94499
O -2.69138 1.15942 5.26303
C -2.93281 1.51035 3.91029
C -4.37505 2.06612 3.60114
H -3.04850 -2.95273 5.48417
H -1.24085 -3.21294 5.66419
H -2.26422 -3.49536 6.92942
H -2.99937 -1.04506 7.00155
H -1.43353 -1.51598 7.65183
H -0.38043 1.24939 9.17541
H 0.56534 1.02863 7.70148
H -0.48207 3.73780 8.28320
H 1.09741 3.15571 8.66279
H 0.63389 3.27999 6.94025
H -2.11641 2.16412 3.60337
H -2.73722 0.63799 3.28674
H -4.41517 2.88984 4.31387
H -4.48424 2.46118 2.59113
H -5.20061 1.36703 3.73463
C -3.28845 0.95876 -8.30125
C -1.92129 0.88562 -9.02617
O -1.02404 0.01270 -8.19510
P 0.50448 0.08880 -8.45265
O 0.90981 -0.03250 -9.90935
O 1.00931 1.53498 -7.81822
C 0.38173 2.23304 -6.67458
C 0.34154 1.29387 -5.47485
O 1.18233 -0.91566 -7.37787
C 1.30051 -2.33733 -7.67084
C 2.72127 -2.54209 -8.29889
H -3.33371 1.34878 -7.28443
H -4.10509 1.48027 -8.80048
H -3.63610 -0.07330 -8.25528
H -1.89690 0.56470 -10.06758
H -1.61430 1.93148 -9.03096
H 0.95659 3.14081 -6.49121
H -0.67247 2.41345 -6.88485
H -0.40207 0.50830 -5.60918
H 1.36623 1.01462 -5.22965
H -0.01335 1.73842 -4.54505
H 1.08964 -2.89220 -6.75664
H 0.65997 -2.72083 -8.46503
H 2.77517 -3.54220 -8.72896
H 3.04376 -1.89201 -9.11222
H 3.57162 -2.49856 -7.61837
O -2.49957 1.42045 0.49301
S -1.46986 0.42272 0.07902
O -1.57404 -0.99527 0.44430
C -0.95159 0.54796 -1.70135
C 0.32724 1.46344 -1.69296
C 0.58452 2.05123 -0.33461
C 0.12209 1.03125 0.70854
H -1.88254 0.88943 -2.15394
H -0.73040 -0.51094 -1.83520
H 1.23163 0.87106 -1.83172
H 0.40680 2.26001 -2.43272
H 0.09562 3.02169 -0.24933
H 1.64950 2.26409 -0.24190
H -0.12383 1.33528 1.72599
H 0.86699 0.23636 0.67147
O -2.47660 -7.77568 1.28453
S -2.99662 -6.48074 1.64737
O -3.86721 -6.25537 2.82384
C -1.60702 -5.25310 1.63745
C -1.87344 -4.30057 0.45152
C -2.85994 -4.99903 -0.49799
C -4.03566 -5.66691 0.29639
H -0.70885 -5.86072 1.52706
H -1.74516 -4.94239 2.67305
H -2.34512 -3.39694 0.83767
H -0.90451 -3.92589 0.12154
H -2.30365 -5.71040 -1.10840
H -3.29188 -4.26116 -1.17406
H -4.65511 -6.39239 -0.23093
H -4.64622 -4.99703 0.90186
O 5.51198 0.56842 5.84009
S 4.94701 1.73802 5.13340
O 5.55369 3.04350 5.21308
C 5.02717 1.17953 3.44554
C 3.70065 1.57850 2.81651
C 2.65113 1.22687 3.85488
C 3.09544 1.81739 5.16162
H 5.22617 0.10786 3.44492
H 5.74653 1.85577 2.98365
H 3.67680 2.66818 2.82661
H 3.52565 1.30839 1.77512
H 2.46278 0.15328 3.84826
H 1.68792 1.60069 3.50764
H 2.85998 1.22964 6.04887
H 2.81957 2.86152 5.30923
O -7.89874 -0.28163 2.49999
S -7.40689 -1.61789 2.25262
O -8.21104 -2.61795 1.50162
C -5.87772 -1.53040 1.19491
C -4.68654 -1.61263 2.08367
C -5.02197 -2.62198 3.28868
C -6.47940 -2.36055 3.71161
H -5.96444 -0.79510 0.39496
H -5.95623 -2.50675 0.71672
H -3.77684 -1.84133 1.52846
H -4.44931 -0.60681 2.43031
H -4.27418 -2.50715 4.07336
H -4.95243 -3.64276 2.91282
H -6.37742 -1.52742 4.40703
H -7.10105 -3.14729 4.13900
C 8.11408 -2.10707 -1.88811
O 6.85667 -1.48122 -1.71702
C 5.79758 -2.09820 -1.34602
O 5.64623 -3.29894 -1.34324
O 4.85556 -1.15666 -1.10550
C 3.58055 -1.58927 -0.79503
H 8.54809 -2.03872 -2.88564
H 8.11758 -3.16169 -1.61267
H 8.88675 -1.65468 -1.26647
H 2.77668 -0.86236 -0.91125
H 3.52062 -2.12761 0.15085
H 3.23116 -2.31831 -1.52613
C 0.40334 -2.17979 3.26042
O 1.76439 -2.36699 3.35893
C 2.26892 -3.35543 2.59154
O 1.61997 -4.01207 1.80222
O 3.55062 -3.63817 2.98328
C 4.34690 -4.58991 2.24676
H -0.21401 -2.76102 3.94537
H 0.00566 -2.14789 2.24605
H 0.20095 -1.15468 3.57071
H 5.05477 -4.28594 1.47563
H 3.79989 -5.33262 1.66600
H 4.96734 -5.07346 3.00130
C 8.48344 0.60111 0.92715
O 7.21693 1.27620 0.95932
C 6.99616 2.22294 0.09313
O 7.80384 2.67338 -0.74560
O 5.62354 2.52688 0.13909
C 5.20818 3.48793 -0.73926
H 9.01738 0.62490 1.87712
H 9.21193 0.96596 0.20307
H 8.34729 -0.46717 0.75879
H 5.43665 3.29323 -1.78712
H 5.78247 4.40719 -0.62416
H 4.12276 3.57767 -0.78293
C -4.74425 3.84217 -3.26149
O -5.09860 2.57430 -3.74562
C -4.28927 1.72401 -4.26997
O -3.11995 1.99349 -4.63013
O -4.94541 0.58724 -4.76452
C -4.10652 -0.49350 -5.18747
H -4.20451 3.60583 -2.34447
H -5.52812 4.54759 -2.98576
H -4.11430 4.41244 -3.94417
H -4.86680 -1.12221 -5.65094
H -3.47418 -0.76505 -4.34219
H -3.30722 -0.14808 -5.84314
C -1.98553 6.35191 -0.02241
O -1.17543 5.46905 -0.77942
C -0.74278 5.89283 -1.97904
O -0.85846 7.01559 -2.45886
O 0.01622 4.88275 -2.44928
C 0.56357 4.98931 -3.81067
H -2.42672 7.16035 -0.60540
H -1.28330 6.67615 0.74560
H -2.78809 5.73022 0.37448
H -0.23142 4.72308 -4.50726
H 1.38699 4.28327 -3.91835
H 0.97141 5.96607 -4.07087
```

HOMO-LUMO gap in eV: 9.82
SMILES: CCOP(=O)(OCC)OCC.CCOP(=O)(OCC)OCC.O=S1(=O)CCCC1.O=S1(=O)CCCC1.O=S1(=O)CCCC1.O=S1(=O)CCCC1.COC(=O)OC.COC(=O)OC.COC(=O)OC.COC(=O)OC.COC(=O)OC
Spin multiplicity: 1

These are the Löwdin partial charges, in e, on atoms 1 to 6:
1. C -0.052
2. C -0.242
3. O -0.195
4. P 0.506
5. O -0.217
6. O -0.183

***

DFT (ωB97M-V/def2-TZVPD) results for an isolated molecule of C5H11N.

Structure (XYZ):
```
17
Properties=species:S:1:pos:R:3
C 0.25300 1.51148 -1.40787
C -0.59718 0.23311 -1.18373
C -0.52445 -0.49164 0.16272
C -1.23027 0.20143 1.45745
C 0.45729 -1.45887 0.27528
N 1.52575 -1.53035 1.25585
H -0.30376 2.43237 -1.22488
H 0.72746 1.50036 -2.49158
H 1.13140 1.64205 -0.70045
H -0.33342 -0.48797 -2.02500
H -1.78673 0.39784 -1.39412
H -2.27271 0.61843 1.14493
H -0.99383 -0.66890 2.09604
H -0.64262 1.05755 1.76631
H 1.00134 -1.85128 -0.66835
H 1.22802 -1.16146 2.16657
H 2.36071 -1.94413 0.77082
```

HOMO-LUMO gap in eV: 8.29
SMILES: CC/C(C)=C/N
Spin multiplicity: 1
ΔE to the lowest compared entry with this formula, charge and spin in kcal/mol: 76.3

These are the Löwdin partial charges, in e, on atoms 1 to 6:
1. C -0.128
2. C -0.286
3. C -0.315
4. C -0.052
5. C -0.179
6. N 0.004

***

DFT (ωB97M-V/def2-TZVPD) results for C40H52BCl3NO4SeTi as an isolated structure.

Structure (XYZ):
```
103
Properties=species:S:1:pos:R:3
Ti -0.24568 -1.13829 -1.59851
C 0.01387 5.13871 3.34496
C -0.10809 3.63070 3.56645
C -1.43080 3.35254 4.29451
C 1.06822 3.17404 4.44354
C -0.07727 2.85022 2.25479
C -0.17999 1.45917 2.27849
C -0.12692 0.75760 1.09887
Se -0.12299 -1.17072 1.08087
C 1.78916 -1.34960 0.81491
C 2.62195 -1.08512 1.87846
C 4.00202 -1.12990 1.70450
C 4.46893 -1.45855 0.44122
C 3.65882 -1.73496 -0.66615
C 2.27833 -1.67412 -0.45970
O 1.36429 -1.91281 -1.44180
C 4.36949 -2.08684 -1.98401
C 3.45534 -2.29037 -3.19657
C 5.34295 -0.95069 -2.34051
C 5.15788 -3.38878 -1.76927
C 4.91911 -0.80576 2.88215
C 4.63895 0.63083 3.34844
C 6.39773 -0.91311 2.50694
C 4.63785 -1.78529 4.03055
C 0.01993 1.38799 -0.14481
O 0.05076 0.56671 -1.22942
C 0.12776 2.77319 -0.20816
C 0.07125 3.45412 1.01651
C 0.30670 3.61417 -1.48031
C 0.36029 2.81359 -2.78550
C -0.86861 4.59866 -1.58883
C 1.62703 4.39469 -1.36578
H -0.01583 5.64738 4.30897
H 0.95750 5.40049 2.86210
H -0.80985 5.52610 2.74204
H -1.45883 3.90052 5.23776
H -2.27959 3.67216 3.68741
H -1.55355 2.29241 4.52176
H 1.06816 3.72550 5.38529
H 1.00565 2.11042 4.68106
H 2.01882 3.35561 3.93808
H -0.29198 0.92283 3.21272
H 2.19063 -0.82991 2.83889
H 5.53744 -1.50741 0.29129
H 2.87581 -1.39592 -3.42386
H 4.08203 -2.51171 -4.06186
H 2.76855 -3.12368 -3.05704
H 4.80354 -0.01079 -2.47421
H 6.10432 -0.79926 -1.57578
H 5.85623 -1.18545 -3.27434
H 4.48321 -4.21095 -1.52226
H 5.69904 -3.65142 -2.67998
H 5.88477 -3.29253 -0.96217
H 4.82951 1.34086 2.54129
H 3.60414 0.75678 3.67313
H 5.28678 0.88313 4.18983
H 6.66295 -0.21143 1.71354
H 7.00974 -0.67549 3.37744
H 6.65835 -1.92311 2.18424
H 3.60279 -1.72671 4.37059
H 4.83469 -2.81226 3.71775
H 5.28124 -1.55685 4.88202
H 0.15147 4.53045 0.98077
H -0.56320 2.26368 -2.96566
H 0.49840 3.51379 -3.61051
H 1.19438 2.11230 -2.79779
H -1.81543 4.06117 -1.66989
H -0.92870 5.26336 -0.72696
H -0.75024 5.21725 -2.47994
H 2.47113 3.70749 -1.28040
H 1.77200 5.00775 -2.25667
H 1.63948 5.05620 -0.49949
C -7.88449 -2.74371 -0.85271
C -7.25705 -1.35067 -1.00341
C -8.25645 -0.40152 -1.68019
C -6.95132 -0.80773 0.39328
C -5.99993 -1.45385 -1.86697
C -6.10708 -1.92233 -3.18291
C -5.02313 -2.04307 -4.04325
C -3.79614 -1.67927 -3.53944
O -2.54572 -1.71450 -4.15618
B -1.66245 -1.29008 -3.21644
O -2.33550 -0.91195 -2.02288
C -3.67688 -1.21944 -2.24164
C -4.74256 -1.08885 -1.38323
H -8.78579 -2.68443 -0.24047
H -7.18660 -3.42842 -0.36680
H -8.16379 -3.16851 -1.81735
H -9.15812 -0.31221 -1.07224
H -8.55398 -0.76127 -2.66552
H -7.82226 0.59273 -1.79901
H -7.87681 -0.74912 0.96645
H -6.52437 0.19648 0.35312
H -6.26731 -1.46043 0.94040
H -7.08225 -2.20513 -3.55654
H -5.13386 -2.40340 -5.05637
H -4.59407 -0.71286 -0.38151
Cl 0.08675 -6.32364 -2.79725
C -1.11117 -5.87665 -1.57844
Cl -0.72516 -6.60315 -0.01689
Cl -2.73826 -6.32636 -2.09426
C -1.06145 -4.42408 -1.43597
N -1.01665 -3.28743 -1.33144
```

Net charge: +1
HOMO-LUMO gap in eV: 7.64
Spin multiplicity: 1
ΔE to the lowest compared entry with this formula, charge and spin in kcal/mol: 0.0

These are the Löwdin partial charges, in e, on atoms 1 to 6:
1. Ti 0.976
2. C -0.059
3. C -0.555
4. C -0.040
5. C -0.041
6. C -0.148

***

DFT (ωB97M-V/def2-TZVPD) results for C19H31CrN5O2S as an isolated structure.

Structure (XYZ):
```
59
Properties=species:S:1:pos:R:3
Cr -0.31132 0.51583 -0.15996
N -0.18674 0.90164 1.98603
C 0.29244 2.23787 2.41931
C -0.19317 3.31024 1.44978
N 0.10422 2.96222 0.05400
C 1.47695 3.23137 -0.39986
C 2.43997 2.08750 -0.08226
N 1.84233 0.78626 -0.45157
H 0.40825 0.18755 2.39943
H -1.10307 0.75088 2.39538
H -0.06887 2.48180 3.41884
H 1.37800 2.22451 2.46390
H -1.27864 3.39634 1.53820
H 0.24149 4.27306 1.73721
H -0.51511 3.51302 -0.52837
H 1.43962 3.35513 -1.48381
H 1.87374 4.15758 0.02799
H 3.37049 2.26815 -0.62302
H 2.69103 2.06688 0.97560
H 1.93870 0.65558 -1.45640
H 2.38730 0.03856 -0.02895
C -0.82033 -1.25334 -4.09251
C -1.08415 -0.23031 -3.03438
O -0.23701 0.00281 -2.14739
N -2.24065 0.43099 -3.08306
C -2.58183 1.51049 -2.16395
C -3.18694 0.99118 -0.87886
C -4.52960 1.18328 -0.60479
C -5.08713 0.60842 0.52804
C -4.27654 -0.19195 1.32047
C -2.94443 -0.32549 0.98790
N -2.37756 0.29183 -0.06119
H 0.21095 -1.15677 -4.42634
H -1.48960 -1.14842 -4.94328
H -0.93495 -2.25500 -3.67567
H -2.91311 0.18674 -3.79263
H -3.28595 2.16806 -2.66666
H -1.67050 2.07489 -1.95582
H -5.13973 1.76820 -1.28022
H -6.13074 0.75636 0.76929
H -4.67475 -0.70891 2.18206
H -2.29241 -0.97727 1.55706
C 0.27610 -4.38287 -0.09408
S 0.68831 -2.66064 -0.45594
O -0.35098 -1.83842 0.27268
C 2.17796 -2.54577 0.55974
C 2.03006 -2.32291 1.92199
C 3.15910 -2.16775 2.71118
C 4.42362 -2.23429 2.13514
C 4.56155 -2.46554 0.77353
C 3.43447 -2.62126 -0.02444
H 0.25573 -4.54083 0.98200
H 1.02862 -5.01525 -0.56504
H -0.70246 -4.58165 -0.52855
H 1.03460 -2.28823 2.34941
H 3.05706 -2.01219 3.77736
H 5.30434 -2.11780 2.75235
H 5.54708 -2.53005 0.33207
H 3.53424 -2.80232 -1.08896
```

Net charge: +2
HOMO-LUMO gap (spin up / spin down) in eV: 7.83 / 9.22
Spin multiplicity: 5
Expectation value of S²: 6.010
ΔE to the lowest compared entry with this formula, charge and spin in kcal/mol: 0.0

These are the Löwdin partial charges, in e, on atoms 1 to 6:
1. Cr 0.708
2. N -0.008
3. C -0.187
4. C -0.181
5. N -0.106
6. C -0.174

***

DFT (ωB97M-V/def2-TZVPD) results for a 2-piece molecular cluster, CH6NOS overall.

Structure (XYZ):
```
10
Properties=species:S:1:pos:R:3
N -1.34569 1.20892 0.15383
C -0.21922 0.38672 0.69779
O -0.28012 -0.94300 0.30953
H -1.40149 1.10296 -0.84475
H -2.19034 0.80969 0.55228
H 0.71821 0.87693 0.38426
H -0.30697 0.43628 1.79487
S 2.31132 -1.24409 -0.80224
H 0.90530 -1.26009 -0.20961
H 1.80900 -1.37432 -2.03596
```

Net charge: -1
HOMO-LUMO gap in eV: 7.74
Spin multiplicity: 1
ΔE to the lowest compared entry with this formula, charge and spin in kcal/mol: 18.8

These are the Löwdin partial charges, in e, on atoms 1 to 6:
1. N -0.033
2. C -0.504
3. O -0.363
4. H 0.030
5. H 0.030
6. H 0.063

***

DFT (ωB97M-V/def2-TZVPD) results for a 2-piece molecular cluster, C5H12NO overall.

Structure (XYZ):
```
19
Properties=species:S:1:pos:R:3
O 1.80142 2.08615 -1.45443
C 0.88345 1.35840 -1.86141
C -0.35858 0.98789 -1.04006
C -1.06816 -0.28736 -1.64488
H 0.96374 0.83294 -2.78840
H -0.99025 1.84925 -0.91857
H 0.04854 0.80039 -0.01802
H -1.41609 0.02520 -2.61508
H -1.87389 -0.65251 -0.95365
H -0.33609 -1.05156 -1.80315
C 0.19822 -1.47415 2.05392
C -0.51520 -2.46869 1.47403
N -0.47236 -0.11279 2.25141
H 1.24550 -1.42422 2.12046
H 0.00075 -3.38267 1.14000
H -1.60928 -2.26246 1.16737
H -0.60937 0.18674 1.27625
H -1.43261 -0.16290 2.67734
H 0.06578 0.64560 2.70149
```

Net charge: +1
HOMO-LUMO gap in eV: 9.47
Spin multiplicity: 1
ΔE to the lowest compared entry with this formula, charge and spin in kcal/mol: 55.3

These are the Löwdin partial charges, in e, on atoms 1 to 6:
1. O 0.046
2. C -0.215
3. C -0.192
4. C -0.079
5. H 0.114
6. H 0.113